Record 1
# C7H30NO8

A 9-piece molecular cluster, C7H30NO8 overall at a distorted geometry (ωB97M-V with the def2-TZVPD basis set, the Open Molecules 2025 dataset).

Cartesian coordinates (Å):
C1 1.13199 -0.63114 2.80018
C2 1.10550 0.47653 1.75580
C3 2.20256 0.63414 0.71171
C4 3.34737 1.31962 0.88375
C5 0.84089 -1.39159 -2.35393
C6 0.93837 -0.70813 -1.00013
C7 2.02900 -0.02086 -0.58825
N1 0.75324 -1.93571 2.09854
H1 0.35193 -0.47922 3.58070
H2 2.10198 -0.76106 3.29088
H3 1.16565 1.50972 2.33492
H4 -0.00365 0.66223 1.37183
H5 4.12453 1.40966 0.12816
H6 3.58045 1.68218 1.87418
H7 -0.12600 -1.20103 -2.74716
H8 1.65805 -0.99278 -3.06362
H9 1.05920 -2.52781 -2.31021
H10 0.16726 -1.06689 -0.36065
H11 2.80839 0.15125 -1.41179
H12 1.42369 -1.95556 1.21614
H13 1.04534 -2.83417 2.70072
H14 -0.26768 -1.88335 1.81543
H15 0.86071 1.43032 -2.03702
H16 0.45968 2.97209 -1.88564
O1 0.17747 2.09402 -2.29653
H17 -2.67771 2.72042 -2.02116
H18 -1.35828 1.84354 -1.81829
O2 -2.32838 1.97283 -1.53333
H19 -2.44111 -1.91504 1.40657
H20 -1.83978 -0.54691 0.82013
O3 -1.70783 -1.24489 1.54827
H21 -2.71734 0.42043 -1.17615
H22 -3.85941 -0.42939 -0.91088
O4 -3.01771 -0.38447 -0.74485
H23 0.67126 -4.32427 -0.43003
H24 -0.60083 -3.52818 -0.16197
O5 0.28463 -3.63575 0.08499
H25 -2.85184 -3.43556 -0.87370
H26 -2.17708 -1.95675 -0.69901
O6 -2.21852 -2.90729 -0.39551
H27 -2.14869 3.21744 1.11241
H28 -1.62612 2.47734 -0.15669
O7 -1.42587 2.85838 0.79004
H29 -0.28311 3.95205 -0.03166
H30 1.15382 4.54355 -0.59724
O8 0.23399 4.35003 -0.71995

Atoms 1-3, force components in eV/Å:
-0.9 -0.6 0.0
-1.8 4.0 1.2
0.5 -0.6 -0.8

Computed properties:
HOMO energy   -11.877 eV
LUMO   -2.5 eV
Net charge   +1
HOMO-LUMO gap   0.3449 Ha

***

Record 2
# C4H10Br3N3O6

C4H10Br3N3O6 as an isolated structure at a distorted geometry (ωB97M-V with the def2-TZVPD basis set, the Open Molecules 2025 dataset).

Cartesian coordinates (Å):
C1 -0.53709 -3.00133 2.51695
N1 0.63784 -3.62126 3.19072
O1 0.45773 -4.66098 3.79987
O2 1.62911 -2.95110 3.24541
H1 -1.39614 -3.37229 2.99780
H2 -0.58439 -3.21391 1.51060
H3 -0.45644 -1.93935 2.53919
C2 2.11777 1.86117 -2.87198
N2 0.95845 2.57138 -2.22651
O3 0.62969 2.16959 -1.10319
O4 0.33604 3.35182 -2.86848
H4 2.13511 2.14022 -3.89058
H5 1.88327 0.80858 -2.57057
H6 2.99379 2.38981 -2.46129
C3 -2.36140 0.27208 -1.32864
N3 -1.37914 -0.70895 -2.00181
O5 -1.81514 -1.83975 -2.10142
O6 -0.27755 -0.25331 -2.35266
H7 -3.33458 -0.16259 -1.42983
H8 -2.21093 1.28331 -1.64403
H9 -2.14357 0.17439 -0.23256
C4 0.42396 1.73796 1.68820
Br1 1.61841 3.29242 1.50403
Br2 -0.91471 1.87470 3.13910
Br3 1.59821 0.25546 2.21528
H10 -0.00830 1.54193 0.73638

Atoms 1-3, force components in eV/Å:
0.4 0.2 1.0
-1.2 0.2 1.0
0.1 0.0 -0.6

Computed properties:
HOMO energy   -10.117 eV
LUMO   -0.3 eV
Net charge   0
HOMO-LUMO gap   0.3608 Ha

***

Record 3
# C11H16ClF5NO

One molecule with the formula C11H16ClF5NO at a distorted geometry (ωB97M-V with the def2-TZVPD basis set, the Open Molecules 2025 dataset).

Cartesian coordinates (Å):
C1 -0.66902 3.07294 0.98329
C2 -0.51998 1.51886 0.36734
C3 -1.87531 1.30554 -0.52783
C4 0.88616 1.54544 -0.47183
C5 1.46571 0.02611 -0.86680
Cl1 3.34657 0.27667 -0.84480
C6 1.09398 -0.28712 -2.40838
F1 2.27448 0.13862 -3.25350
F2 -0.04520 0.53172 -2.97219
C7 0.77936 -1.82661 -2.83038
F3 1.81051 -2.82453 -2.46974
F4 -0.57923 -2.32424 -2.39723
F5 0.71321 -1.83995 -4.34052
C8 1.16718 -1.10109 0.25629
C9 -0.09536 -0.80818 1.27456
C10 -1.45040 -1.71630 0.90030
C11 0.38952 -1.46760 2.74137
N1 -0.38011 0.63079 1.57101
O1 -1.32634 0.82558 2.50266
H1 -0.30954 3.86301 0.16598
H2 -0.04463 3.16645 1.99246
H3 -1.80620 3.24771 1.21147
H4 -2.79835 1.15178 0.21409
H5 -1.86908 0.31846 -1.19379
H6 -2.06024 2.28072 -1.14697
H7 1.70534 1.97314 0.28438
H8 0.90573 2.28959 -1.38598
H9 1.02999 -2.20313 -0.11430
H10 2.12790 -1.14036 0.96869
H11 -1.15414 -2.82760 1.20874
H12 -1.75780 -1.63334 -0.22534
H13 -2.36899 -1.35694 1.53553
H14 1.19899 -2.32106 2.56618
H15 -0.59210 -1.88661 3.26692
H16 0.80740 -0.59847 3.43831

Atoms 1-3, force components in eV/Å:
-0.1 -0.3 -0.1
0.0 3.0 -0.7
-0.5 -1.0 0.6

Computed properties:
<S²>   0.755
HOMO energy (spin up / spin down)   -9.262 / -10.288 eV
LUMO (spin up / spin down)   -0.1 / -0.6 eV
Net charge   0
Multiplicity   2
HOMO-LUMO gap (spin up / spin down)   0.3354 / 0.3553 Ha

***

Record 4
# C13H9Cl2N3O3PtSSe

C13H9Cl2N3O3PtSSe as an isolated structure at a distorted geometry (ωB97M-V with the def2-TZVPD basis set, the Open Molecules 2025 dataset).

Cartesian coordinates (Å):
Pt1 0.20755 -0.53329 -0.15604
O1 -1.53504 0.40607 0.37046
N1 -2.37681 -0.23410 1.20872
C1 -3.51463 0.41725 1.53518
C2 -4.43355 -0.15989 2.36296
C3 -4.16690 -1.42184 2.90181
C4 -2.99889 -2.05888 2.55761
C5 -2.10495 -1.44872 1.67689
S1 -0.66634 -2.24303 1.16331
H1 -3.61391 1.40073 1.10082
H2 -5.34815 0.36800 2.58652
H3 -4.86406 -1.89146 3.58113
H4 -2.74362 -3.03580 2.94394
Se1 1.21301 -1.59507 -3.22261
N2 0.07275 -0.54830 -2.28301
C6 -0.84251 -0.05067 -3.10849
C7 -1.80887 0.93454 -2.79525
C8 -2.68140 1.30926 -3.76308
C9 -2.60197 0.79533 -5.09545
C10 -1.65462 -0.10213 -5.44705
C11 -0.70312 -0.52050 -4.46929
N3 0.34408 -1.28216 -4.71579
H5 -1.81465 1.40421 -1.82184
H6 -3.45732 2.01962 -3.50937
H7 -3.31460 1.12206 -5.84038
H8 -1.62200 -0.54381 -6.43342
Cl1 4.69813 -2.75812 0.21878
C12 4.18649 -1.13651 0.66614
Cl2 5.05335 0.10279 -0.26659
C13 2.71347 -0.91969 0.37309
O2 2.15370 -1.50374 -0.61392
O3 2.06659 -0.14581 1.09398
H9 4.38878 -0.96953 1.71670

Atoms 1-3, force components in eV/Å:
0.3 -1.5 -0.8
0.8 0.1 -0.6
-0.3 -0.1 0.1

Computed properties:
<S²>   0.762
HOMO energy (spin up / spin down)   -12.165 / -12.027 eV
LUMO (spin up / spin down)   -5.1 / -5.8 eV
Net charge   +1
Multiplicity   2
HOMO-LUMO gap (spin up / spin down)   0.2589 / 0.2278 Ha

***

Record 5
# C2H4N6

One molecule with the formula C2H4N6 at a distorted geometry (ωB97M-V with the def2-TZVPD basis set, the Open Molecules 2025 dataset).

Cartesian coordinates (Å):
C1 -1.85069 0.42369 0.14130
C2 0.36287 0.82581 -0.08338
H1 2.14928 -0.77742 0.98415
H2 2.28365 -0.47682 -0.52942
H3 -2.99671 0.56641 0.67722
H4 1.46878 2.47984 0.10338
N1 1.82356 -1.13112 0.15454
N2 0.53974 -0.53170 -0.01281
N3 -0.39333 -1.40006 -0.08875
N4 -1.64904 -0.93896 -0.18031
N5 -0.95115 1.31247 0.02910
N6 1.49049 1.36236 -0.12789

Atoms 1-3, force components in eV/Å:
-2.4 -2.2 0.7
-0.8 0.5 0.0
1.1 1.0 2.9

Computed properties:
HOMO energy   -9.408 eV
LUMO   -0.4 eV
Structure (SMILES)   [H]/N=c1\ncnnn1N
Net charge   0
HOMO-LUMO gap   0.3322 Ha

***

Record 6
# C2H5FO

C2H5FO as an isolated structure at a distorted geometry (ωB97M-V with the def2-TZVPD basis set, the Open Molecules 2025 dataset).

Cartesian coordinates (Å):
C1 -1.08604 0.33538 -0.24839
C2 0.81068 0.16293 0.08186
O1 1.15522 -0.74441 0.97463
F1 1.13090 -0.21587 -1.21972
H1 -1.40231 1.23839 0.16668
H2 -1.03901 0.14885 -1.31157
H3 -1.38853 -0.59184 0.36004
H4 1.09551 1.26381 0.36511
H5 0.72355 -1.59726 0.83135

Atoms 1-3, force components in eV/Å:
4.5 -3.9 1.9
-5.0 3.2 -1.8
0.7 -0.6 1.0

Computed properties:
HOMO energy   -9.457 eV
LUMO   0.9 eV
Net charge   0
HOMO-LUMO gap   0.3815 Ha